# 1
{
  "formula": "C5H7NO",
  "method": "the ωB97M-V functional and the def2-TZVPD basis",
  "species": ["C", "C", "C", "C", "N", "C", "O", "H", "H", "H", "H", "H", "H", "H"],
  "positions_angstrom": [[1.529, 0.308, 0.991], [0.550, -0.334, 0.012], [-0.738, -0.890, 0.568], [-1.751, -0.460, -0.186], [-1.293, 0.381, -1.215], [0.061, 0.619, -1.087], [0.715, 1.410, -1.734], [2.075, -0.463, 1.544], [1.014, 0.946, 1.715], [2.252, 0.920, 0.443], [1.084, -1.129, -0.531], [-0.813, -1.546, 1.426], [-2.810, -0.674, -0.103], [-1.873, 0.911, -1.844]],
  "forces_ev_per_a": [[0.0, 0.0, 0.1], [0.1, 0.0, 0.0], [-0.1, 0.0, -0.1], [0.1, -0.1, 0.1], [0.0, 0.1, 0.0], [0.2, 0.1, -0.2], [-0.3, -0.3, 0.2], [-0.1, 0.1, 0.0], [0.0, -0.1, -0.1], [-0.1, -0.1, 0.1], [-0.1, 0.1, 0.0], [0.0, 0.1, -0.2], [0.2, 0.0, 0.0], [0.1, 0.0, 0.1]],
  "gap_ev": 9.62,
  "smiles": "C[C@H]1C=CNC1=O"
}

# 2
{
  "formula": "C5H7NO",
  "method": "the ωB97M-V functional and the def2-TZVPD basis",
  "species": ["C", "C", "C", "C", "N", "C", "O", "H", "H", "H", "H", "H", "H", "H"],
  "positions_angstrom": [[2.614, -0.196, -0.075], [1.258, 0.471, 0.105], [0.080, -0.365, -0.022], [-1.134, 0.220, 0.152], [-2.522, -0.316, -0.041], [-2.130, 1.066, 0.415], [1.194, 1.673, 0.341], [3.097, 0.222, -0.965], [2.550, -1.283, -0.184], [3.247, 0.047, 0.783], [0.148, -1.429, -0.219], [-2.926, -0.953, 0.640], [-2.772, -0.539, -1.005], [-2.551, 1.978, 0.028]],
  "forces_ev_per_a": [[0.0, 0.0, 0.0], [0.1, 0.1, 0.0], [0.0, 0.0, 0.0], [-0.1, 0.1, 0.0], [-0.2, -0.4, -0.1], [0.3, 0.1, -0.1], [0.0, -0.3, -0.1], [-0.1, 0.0, 0.1], [0.0, 0.2, 0.0], [-0.1, 0.0, -0.1], [0.0, 0.2, 0.0], [0.1, 0.1, -0.1], [0.1, 0.1, 0.1], [0.1, -0.1, 0.1]],
  "gap_ev": 8.08,
  "smiles": "C/C([O-])=C/C1=C[NH2+]1"
}

# 3
{
  "formula": "C5H7NO",
  "method": "the ωB97M-V functional and the def2-TZVPD basis",
  "species": ["C", "C", "C", "N", "C", "O", "C", "H", "H", "H", "H", "H", "H", "H"],
  "positions_angstrom": [[1.653, -1.528, -1.128], [0.435, -0.671, -1.387], [-0.563, -0.650, -0.541], [-1.381, -0.544, 0.378], [-0.878, 0.389, 1.364], [-0.273, 0.004, 2.329], [-1.219, 1.834, 1.089], [1.620, -1.942, -0.115], [1.722, -2.344, -1.856], [2.565, -0.923, -1.199], [0.373, -0.036, -2.268], [-0.461, 2.465, 1.552], [-2.188, 2.028, 1.561], [-1.288, 2.054, 0.021]],
  "forces_ev_per_a": [[0.0, -0.1, 0.0], [-0.2, 0.0, 0.0], [0.0, 0.2, 0.3], [0.7, -0.1, -0.4], [0.0, 0.2, 0.5], [-0.4, 0.1, -0.5], [0.1, -0.1, 0.1], [0.0, 0.0, -0.3], [0.1, 0.1, 0.2], [-0.2, -0.1, -0.1], [0.0, -0.2, 0.1], [-0.1, 0.0, 0.0], [0.1, 0.1, -0.1], [-0.1, -0.1, 0.2]],
  "gap_ev": 9.94,
  "smiles": "CC=C=NC(C)=O"
}

# 4
{
  "formula": "C5H7NO",
  "method": "the ωB97M-V functional and the def2-TZVPD basis",
  "species": ["C", "C", "O", "C", "C", "N", "C", "H", "H", "H", "H", "H", "H", "H"],
  "positions_angstrom": [[-0.948, -1.017, -0.066], [-0.869, 0.355, -0.757], [-1.129, 1.442, 0.122], [0.169, 1.459, 0.866], [0.235, 0.307, 1.715], [0.305, -0.597, 0.678], [0.599, 0.400, -0.297], [-1.777, -1.262, 0.598], [-0.717, -1.844, -0.743], [-1.257, 0.522, -1.763], [0.471, 2.478, 1.091], [2.362, -1.413, -2.345], [0.475, 0.099, 2.752], [2.081, -0.930, -1.850]],
  "forces_ev_per_a": [[-0.2, -0.1, 0.0], [-0.1, -0.1, -0.3], [-0.2, 0.1, 0.1], [0.1, 0.3, 0.1], [0.0, 0.0, 0.3], [0.2, -0.3, 0.0], [0.1, 0.1, -0.1], [0.1, 0.1, -0.1], [0.0, 0.1, 0.1], [0.0, 0.0, 0.2], [0.0, -0.2, 0.0], [0.0, 0.0, 0.0], [-0.1, 0.0, -0.1], [0.1, -0.1, -0.1]],
  "gap_ev": [7.65, 7.80]
}

# 5
{
  "formula": "C5H7NO",
  "method": "the ωB97M-V functional and the def2-TZVPD basis",
  "species": ["C", "C", "C", "N", "C", "O", "C", "H", "H", "H", "H", "H", "H", "H"],
  "positions_angstrom": [[1.076, -1.410, -0.876], [0.200, -0.447, -0.135], [-1.202, -0.420, -0.152], [-1.740, 0.640, 0.483], [-0.642, 1.025, 1.386], [-0.758, 1.455, 2.491], [0.578, 0.720, 0.549], [0.515, -2.310, -1.147], [1.939, -1.713, -0.276], [1.455, -0.962, -1.802], [-1.835, -1.078, -0.743], [-1.084, 1.720, -0.310], [1.586, 0.999, 0.840], [-0.088, 1.780, -0.307]],
  "forces_ev_per_a": [[0.0, 0.0, 0.0], [-0.1, 0.1, 0.0], [0.0, 0.0, -0.1], [0.1, -0.1, -0.1], [0.1, 0.3, 0.3], [0.1, -0.2, -0.6], [0.0, -0.2, 0.1], [0.1, 0.1, 0.0], [-0.1, 0.0, -0.1], [-0.1, 0.0, 0.1], [0.1, 0.1, 0.1], [0.0, -0.1, 0.1], [-0.1, 0.0, 0.0], [-0.1, 0.0, 0.0]],
  "gap_ev": 9.51
}

# 6
{
  "formula": "C5H7NO",
  "method": "the ωB97M-V functional and the def2-TZVPD basis",
  "species": ["N", "C", "O", "C", "C", "C", "C", "H", "H", "H", "H", "H", "H", "H"],
  "positions_angstrom": [[2.554, 0.251, 0.611], [1.472, 0.094, -0.019], [0.982, -1.078, -0.602], [-0.298, -0.639, -1.007], [-1.306, -0.407, 0.130], [-0.727, 0.903, 0.716], [0.439, 1.144, -0.273], [3.050, -0.629, 0.764], [-0.625, -1.185, -1.905], [-1.360, -1.267, 0.811], [-2.308, -0.247, -0.289], [-0.340, 0.785, 1.736], [-1.453, 1.725, 0.718], [-0.081, 0.550, -1.392]],
  "forces_ev_per_a": [[-0.5, -0.3, -0.2], [0.1, 0.0, 0.1], [0.0, 0.4, 0.2], [0.0, 0.3, 0.0], [0.1, 0.0, 0.0], [0.0, 0.0, 0.0], [-0.1, -0.3, 0.2], [-0.1, 0.2, -0.1], [0.1, 0.3, 0.3], [0.0, 0.2, -0.2], [0.3, 0.0, 0.1], [0.0, 0.0, -0.2], [0.2, -0.2, 0.0], [-0.1, -0.4, -0.2]],
  "gap_ev": 8.41
}

# 7
{
  "formula": "C5H7NO",
  "method": "the ωB97M-V functional and the def2-TZVPD basis",
  "species": ["O", "C", "N", "C", "C", "C", "C", "H", "H", "H", "H", "H", "H", "H"],
  "positions_angstrom": [[-1.680, 0.421, -0.875], [-0.877, 1.279, -0.579], [-0.749, 0.489, 2.161], [-1.081, -0.715, 1.943], [1.649, -1.241, -1.099], [1.134, -0.063, -0.893], [0.597, 1.110, -0.658], [-1.208, 2.278, -0.235], [-0.528, 0.635, 3.148], [-1.344, -1.005, 0.921], [-1.126, -1.496, 2.712], [1.882, -1.900, -0.265], [1.851, -1.598, -2.105], [1.224, 1.980, -0.476]],
  "forces_ev_per_a": [[0.3, 0.4, 0.1], [-0.2, -0.2, -0.1], [-0.1, -0.4, 0.2], [0.0, 0.2, -0.1], [-0.1, 0.2, 0.0], [0.1, -0.1, 0.0], [0.1, -0.2, -0.1], [0.0, -0.1, 0.0], [0.0, 0.0, -0.1], [0.0, 0.0, 0.1], [0.0, 0.2, -0.1], [-0.1, 0.1, -0.1], [0.0, 0.1, 0.1], [-0.1, -0.1, 0.0]],
  "gap_ev": 10.28,
  "smiles": "C=C=CC=O.C=N"
}

# 8
{
  "formula": "C5H7NO",
  "method": "the ωB97M-V functional and the def2-TZVPD basis",
  "species": ["C", "C", "C", "O", "C", "N", "C", "H", "H", "H", "H", "H", "H", "H"],
  "positions_angstrom": [[1.661, -0.278, -1.517], [0.860, 0.283, -0.349], [1.223, 1.217, 0.593], [-0.485, 0.883, 1.845], [-1.106, 0.212, 0.977], [-2.364, -0.302, 1.152], [-0.479, -0.055, -0.260], [1.875, -1.339, -1.328], [2.606, 0.230, -1.716], [1.050, -0.249, -2.426], [1.601, 1.171, 1.589], [-2.769, -0.368, 2.070], [-2.640, -1.010, 0.487], [-1.033, -0.394, -1.117]],
  "forces_ev_per_a": [[0.1, 0.2, 0.0], [-0.3, 0.3, 0.2], [-0.8, -0.4, 0.5], [0.4, 0.1, -1.1], [0.1, 0.0, -0.4], [-0.1, 0.0, 0.2], [-0.3, -0.4, -0.3], [-0.1, 0.3, 0.1], [-0.1, 0.1, 0.2], [0.1, 0.1, 0.2], [0.9, -0.2, 0.2], [0.1, 0.1, 0.0], [0.0, 0.2, 0.3], [0.0, -0.5, -0.2]],
  "gap_ev": 7.98
}

# 9
{
  "formula": "C5H7NO",
  "method": "the ωB97M-V functional and the def2-TZVPD basis",
  "species": ["O", "C", "C", "C", "C", "C", "N", "H", "H", "H", "H", "H", "H", "H"],
  "positions_angstrom": [[2.133, -0.125, 2.531], [2.162, 0.496, 1.262], [0.880, 0.416, 0.542], [-0.195, 0.359, -0.005], [-1.484, 0.249, -0.658], [-1.566, -0.443, -1.973], [-2.119, -1.070, -0.784], [1.397, 0.256, 3.025], [2.462, 1.552, 1.337], [2.942, -0.019, 0.694], [-2.186, 1.052, -0.448], [-0.638, -0.829, -2.389], [-2.299, -0.109, -2.702], [-1.487, -1.785, -0.432]],
  "forces_ev_per_a": [[-0.2, 0.1, 0.2], [0.1, 0.1, -0.3], [-0.4, 0.0, -0.2], [0.4, 0.0, 0.2], [0.1, 0.2, 0.1], [0.1, 0.0, -0.3], [0.0, -0.2, 0.2], [0.1, -0.1, 0.0], [-0.1, -0.2, 0.0], [-0.1, 0.1, 0.0], [0.1, -0.1, 0.0], [-0.1, 0.1, 0.1], [0.1, 0.0, 0.1], [0.0, 0.1, 0.0]],
  "gap_ev": 10.19,
  "smiles": "OCC#C[C@H]1CN1"
}

no.,calculated total energy (eV)
1,-8836.09978
2,-8832.37885
3,-8834.62369
4,-8828.33198
5,-8832.29732
6,-8831.30014
7,-8833.07586
8,-8832.70189
9,-8832.87583